Computed, not measured: a cluster of 2 separate species, C4H11NO2 in total at a distorted geometry, with the ωB97M-V functional and the def2-TZVPD basis.

Output
**Strongest force on any atom**: 6.7 eV/Å
**Structure (SMILES)**: CCNC(C)=O.O
**HOMO energy**: -9.6 eV
**E_LUMO**: 0.84 eV
**Energy**: -364.2137 hartree
**Total charge**: 0
**Frontier orbital gap**: 0.3839 hartree
**Energy relative to the best compared isomer or geometry (same formula, charge and spin)**: 34.2 kcal/mol

The geometry in XYZ format:
```
18
Properties=species:S:1:pos:R:3:forces:R:3:lowdin_charge:R:1
C -0.328 0.661 -2.725 -0.67 -0.95 2.15 -0.0771
C -0.328 -0.420 -1.549 1.86 -0.78 -1.91 -0.2331
N 0.988 -0.543 -0.873 -2.64 1.81 0.47 0.0456
C 1.256 0.424 0.072 -0.16 1.13 0.45 -0.5536
C 2.646 0.568 0.508 1.23 -6.09 2.46 -0.0216
O 0.471 1.230 0.603 -0.15 -1.77 -1.63 0.0269
H -1.433 0.889 -2.790 1.33 0.11 -0.64 0.0765
H 0.109 0.189 -3.678 -0.50 1.32 1.52 0.0883
H 0.189 1.501 -2.166 -0.38 -0.47 -1.71 0.0782
H -1.052 -0.224 -0.799 -0.75 0.16 0.43 0.0909
H -0.431 -1.401 -2.026 -0.72 0.04 0.35 0.1026
H 1.639 -1.039 -1.433 1.15 0.04 0.26 0.1196
H 3.299 -0.364 0.196 -1.12 1.71 0.44 0.1157
H 3.102 1.378 0.147 1.57 3.39 -1.33 0.0292
H 2.669 0.543 1.639 -0.03 0.35 -1.29 0.1119
O -4.098 -1.459 5.075 1.33 -1.32 -0.95 -0.0274
H -4.685 -0.934 5.555 -1.49 1.23 1.38 -0.0044
H -4.012 -0.998 4.243 0.17 0.08 -0.43 0.0318
```
Forces are in eV/Å.


Computed, not measured: a cluster of 2 separate species, C8H14N3O in total at a distorted geometry, with the ωB97M-V functional and the def2-TZVPD basis.

Output
**Strongest force on any atom**: 6.7 eV/Å
**HOMO energy (alpha / beta)**: -11.6 / -11.6 eV
**E_LUMO (alpha / beta)**: -5.61 / -5.61 eV
**Energy**: -552.3278 hartree
**Total charge**: +1
**Frontier orbital gap (alpha / beta)**: 0.2212 / 0.2213 hartree
**Energy relative to the best compared isomer or geometry (same formula, charge and spin)**: 108.0 kcal/mol

The geometry in XYZ format:
```
26
Properties=species:S:1:pos:R:3:forces:R:3:lowdin_charge:R:1
C 1.541 -1.490 -0.935 2.02 -1.35 3.11 -0.1260
C 0.707 -0.395 -0.866 2.20 3.95 2.05 0.0527
C 2.428 -1.273 0.248 -0.45 2.69 0.13 -0.3889
C 1.782 -2.522 -1.729 -1.97 1.55 -0.82 0.2517
C -1.859 0.150 0.453 -1.85 -0.92 -1.47 -0.4641
C -1.937 -0.248 -0.834 0.37 0.76 -1.93 -0.0364
C -2.073 1.620 0.905 -1.00 -0.75 -1.01 -0.0365
C 0.825 1.973 -0.027 2.18 0.65 3.26 0.0374
N 2.126 0.018 0.714 -0.27 -0.36 -1.15 0.1552
N 1.138 0.577 0.028 -1.96 -4.57 -4.50 -0.0736
N -1.910 -0.851 1.405 -0.24 4.24 4.14 0.0939
O 3.353 -1.768 0.744 2.55 -3.31 0.87 0.1907
H 1.258 -2.626 -2.636 -0.70 -0.31 -0.99 0.0948
H 2.483 -3.231 -1.507 1.97 -1.53 0.69 0.0833
H -2.118 -1.292 -1.237 0.38 1.23 1.03 0.1023
H 0.014 -0.262 -1.563 -2.36 1.39 -2.47 0.0560
H -1.641 0.479 -1.650 -1.18 -0.63 0.98 0.0820
H -2.956 1.627 1.544 -0.33 -0.07 -0.28 0.0909
H -2.209 2.406 0.118 -0.10 -1.27 0.19 0.1099
H -1.356 2.046 1.525 1.59 0.22 1.31 0.0232
H 1.797 2.566 -0.001 -1.14 -0.76 -0.97 0.1477
H 0.146 2.120 -0.813 -0.71 0.66 -0.83 0.0917
H 0.458 2.190 0.993 -0.42 0.32 -0.82 0.0989
H 2.474 0.425 1.512 0.96 0.93 2.07 0.1548
H -2.152 -1.788 1.299 -0.44 -1.50 -1.04 0.0745
H -2.319 -0.449 2.308 0.91 -1.26 -1.55 0.1340
```
Forces are in eV/Å.


Computed, not measured: a cluster of 2 separate species, C3H14N4O in total at a distorted geometry, with the ωB97M-V functional and the def2-TZVPD basis.

Output
**Strongest force on any atom**: 2.7 eV/Å
**Structure (SMILES)**: CNC(N)NC.NO
**HOMO energy**: -8.4 eV
**E_LUMO**: 0.91 eV
**Energy**: -416.8354 hartree
**Total charge**: 0
**Frontier orbital gap**: 0.3406 hartree
**Energy relative to the best compared isomer or geometry (same formula, charge and spin)**: 74.7 kcal/mol

The geometry in XYZ format:
```
22
Properties=species:S:1:pos:R:3:forces:R:3:lowdin_charge:R:1
C -0.767 -1.314 -0.136 -0.57 0.61 2.55 -0.1379
N 0.152 -0.199 -0.226 -0.71 1.49 0.03 -0.0835
C 1.535 -0.517 -0.456 0.15 1.15 1.93 -0.4680
N 2.079 -1.233 0.745 0.15 -0.33 -1.33 0.0303
N 2.313 0.714 -0.794 1.01 -2.02 -0.73 -0.0897
C 2.418 1.622 0.303 -1.46 0.62 0.88 -0.1755
H -1.065 -1.654 -1.082 -0.34 -0.60 -1.45 0.0509
H -1.705 -1.024 0.426 1.17 -0.10 -0.88 0.0671
H -0.339 -2.122 0.461 0.12 -0.30 -0.18 0.0638
H -0.081 0.593 0.432 0.82 -1.52 -1.14 0.1234
H 1.715 -1.151 -1.319 -0.58 -0.39 -0.03 0.1350
H 2.125 -0.618 1.576 0.46 -0.81 -0.94 0.0624
H 2.950 -1.688 0.414 -0.50 0.60 1.25 0.0740
H 3.266 0.275 -0.974 -1.37 1.24 0.20 0.1225
H 3.261 2.258 0.182 0.35 1.07 -0.50 0.0639
H 1.441 2.196 0.484 1.51 -0.54 -0.50 0.1029
H 2.662 1.133 1.233 -0.09 -0.33 0.73 0.0435
N -3.944 0.251 -0.468 -1.88 -1.55 0.06 -0.0596
O -3.219 0.627 0.676 0.36 1.06 1.28 -0.1870
H -4.899 0.645 -0.492 0.75 0.06 0.71 0.0775
H -3.522 0.601 -1.310 1.04 0.32 0.31 0.0675
H -3.368 0.064 1.494 -0.40 0.28 -2.24 0.1167
```
Forces are in eV/Å.


Computed, not measured: a structure of composition C29H26AuFIN3O11S2, with the ωB97M-V functional and the def2-TZVPD basis.

Output
**Strongest force on any atom**: 0.5 eV/Å
**HOMO energy**: -7.5 eV
**E_LUMO**: -0.61 eV
**Energy**: -3442.2368 hartree
**Total charge**: 0
**Frontier orbital gap**: 0.2541 hartree
**Energy relative to the best compared isomer or geometry (same formula, charge and spin)**: 0.0 kcal/mol

The geometry in XYZ format:
```
74
Properties=species:S:1:pos:R:3:forces:R:3:lowdin_charge:R:1
Au -0.010 -1.392 -0.258 0.09 0.12 0.03 0.9366
C 3.818 -3.943 0.895 -0.01 -0.01 0.07 -0.0624
C 3.101 -5.139 0.287 -0.01 -0.03 -0.07 -0.1958
N 1.848 -4.781 -0.375 0.07 -0.03 -0.01 -0.0380
C 0.741 -4.606 0.411 -0.08 -0.01 0.01 -0.0040
C -0.450 -4.163 -0.036 0.00 0.05 -0.10 -0.0999
C -1.425 -3.555 0.957 0.00 -0.10 -0.06 -0.6195
O -2.088 -4.223 1.718 -0.01 -0.05 0.05 0.0744
O -1.416 -2.248 0.929 -0.02 0.12 0.06 -0.1951
C -0.665 -3.975 -1.469 -0.10 0.14 -0.01 -0.3713
O -1.734 -3.640 -1.966 0.08 -0.20 0.04 0.0563
C 0.566 -4.074 -2.274 0.00 -0.02 0.03 -0.0719
C 0.517 -3.685 -3.615 -0.08 -0.02 0.00 0.0835
C 1.662 -3.522 -4.325 0.10 -0.01 -0.07 -0.1851
F 1.595 -3.207 -5.645 0.05 0.01 0.04 0.0516
C 2.928 -3.669 -3.732 -0.04 0.15 0.07 -0.1473
C 2.979 -4.133 -2.429 0.00 -0.03 0.11 0.0528
C 1.804 -4.366 -1.694 0.00 0.03 0.04 -0.1352
N 4.082 -3.321 -4.432 0.13 -0.26 -0.32 -0.0788
C 5.381 -3.797 -4.036 -0.08 0.12 0.09 -0.1311
C 6.104 -2.739 -3.181 0.01 -0.14 0.02 -0.0828
N 5.625 -1.394 -3.609 -0.38 0.18 0.14 0.0338
C 5.353 -1.340 -5.073 -0.09 0.06 -0.05 -0.0943
C 4.112 -2.203 -5.361 0.04 0.05 0.03 -0.1250
H 4.764 -4.253 1.343 -0.02 -0.01 -0.01 0.0782
H 3.206 -3.491 1.677 0.01 0.01 -0.01 0.0837
H 4.009 -3.168 0.156 0.01 0.06 -0.05 0.0382
H 2.857 -5.867 1.060 -0.02 -0.01 0.00 0.1219
H 3.730 -5.660 -0.434 0.00 -0.01 0.00 0.1129
H 0.905 -4.775 1.469 -0.02 0.00 0.00 0.1508
H -0.447 -3.508 -4.074 -0.01 -0.01 0.03 0.1075
H 3.934 -4.208 -1.930 -0.01 -0.02 -0.03 0.0918
H 5.973 -4.019 -4.929 -0.02 0.03 -0.01 0.1288
H 5.287 -4.729 -3.485 0.03 -0.02 0.02 0.1286
H 7.182 -2.780 -3.332 0.01 -0.02 0.04 0.1283
H 5.887 -2.839 -2.118 -0.04 0.03 -0.02 0.1224
H 6.297 -0.679 -3.338 0.00 -0.01 -0.01 0.1766
H 4.685 -1.100 -3.147 0.32 -0.08 -0.23 0.0981
H 6.240 -1.688 -5.603 0.02 -0.01 0.04 0.1275
H 5.166 -0.303 -5.341 0.00 0.00 -0.02 0.1355
H 4.144 -2.528 -6.405 0.00 -0.02 0.00 0.1321
H 3.220 -1.600 -5.221 0.03 0.00 0.04 0.1137
O -1.329 3.626 0.644 0.02 0.00 0.04 -0.2202
S -0.185 3.134 1.321 0.01 -0.10 -0.09 0.6534
O 0.663 4.045 2.013 -0.01 0.00 0.00 -0.2447
O 0.115 1.748 1.338 0.01 0.07 0.02 -0.2371
C 1.877 2.273 -1.976 0.07 0.03 0.07 -0.2398
C 1.797 3.617 -1.663 -0.01 -0.06 0.03 0.0132
C 2.549 4.114 -0.606 0.00 0.00 -0.01 -0.0725
C 3.370 3.272 0.131 0.02 0.02 0.00 -0.0698
C 3.453 1.926 -0.191 -0.02 -0.01 -0.02 -0.0381
C 2.709 1.426 -1.250 -0.02 0.03 0.07 -0.1824
S 2.797 -0.294 -1.656 -0.15 0.20 -0.38 0.5398
O 3.675 -0.925 -0.704 0.08 -0.09 0.07 -0.2999
O 3.322 -0.343 -3.038 0.05 -0.07 0.25 -0.3100
O 1.404 -0.767 -1.676 0.06 -0.01 0.06 -0.4246
H 1.134 4.251 -2.237 0.00 0.00 0.00 0.1354
H 2.477 5.162 -0.346 0.00 0.00 0.00 0.1156
H 3.933 3.660 0.968 0.00 0.00 0.00 0.1134
H 4.072 1.247 0.379 0.00 0.00 0.00 0.1147
I -2.393 -2.998 -6.691 -0.01 0.00 -0.01 0.8903
C -1.677 -1.518 -5.407 -0.01 0.01 0.03 -0.7395
C -0.584 -0.755 -5.799 0.01 0.00 0.01 -0.1502
C -0.069 0.187 -4.926 0.02 0.01 -0.01 -0.0062
C -0.667 0.379 -3.684 -0.03 0.03 0.09 -0.1321
C -1.764 -0.384 -3.307 -0.01 -0.03 -0.01 0.0002
C -2.268 -1.349 -4.164 0.00 0.01 -0.01 -0.1367
C -0.118 1.323 -2.683 -0.23 0.03 0.28 -0.4149
O 1.148 1.747 -3.023 -0.03 0.05 0.01 0.0468
O -0.657 1.673 -1.667 0.24 -0.15 -0.41 0.1248
H -0.127 -0.915 -6.766 0.00 0.01 0.01 0.0933
H 0.801 0.768 -5.200 -0.01 -0.01 -0.01 0.1209
H -2.197 -0.246 -2.324 0.00 0.01 0.00 0.1261
H -3.086 -1.980 -3.844 0.01 0.00 -0.01 0.1027
```
Forces are in eV/Å.


Computed, not measured: a cluster of 2 separate species, C6H10O in total, with the ωB97M-V functional and the def2-TZVPD basis.

Output
**Strongest force on any atom**: 0.3 eV/Å
**Structure (SMILES)**: C=C1CC2(CO2)C1.[H][H]
**HOMO energy**: -9.5 eV
**E_LUMO**: 1.01 eV
**Energy**: -309.7249 hartree
**Total charge**: 0
**Frontier orbital gap**: 0.3844 hartree
**Energy relative to the best compared isomer or geometry (same formula, charge and spin)**: 73.7 kcal/mol

The geometry in XYZ format:
```
17
Properties=species:S:1:pos:R:3:forces:R:3:lowdin_charge:R:1
C 0.128 2.093 -0.729 -0.02 -0.11 0.18 -0.0161
C 0.048 0.957 -0.055 0.01 0.32 -0.13 -0.3248
C 1.088 0.002 0.512 0.09 -0.01 0.06 -0.0353
C -0.075 -0.907 0.921 0.01 -0.03 -0.15 -0.4438
C -0.127 -2.353 1.094 0.01 -0.24 -0.21 -0.0731
O -0.189 -1.466 2.209 -0.02 0.06 0.25 -0.0051
C -1.114 0.058 0.341 -0.10 -0.01 0.03 -0.0355
H -0.758 2.578 -1.133 0.10 -0.04 0.17 0.0682
H 1.088 2.533 -0.989 -0.12 -0.03 0.15 0.0679
H 1.776 -0.426 -0.228 -0.12 0.08 0.11 0.1207
H 1.667 0.385 1.358 -0.09 -0.05 -0.08 0.1262
H -1.050 -2.892 0.877 0.13 0.11 0.04 0.1152
H 0.788 -2.942 1.018 -0.12 0.11 0.02 0.1151
H -1.797 0.473 1.089 0.10 -0.05 -0.06 0.1262
H -1.699 -0.339 -0.498 0.10 0.07 0.13 0.1210
H 0.314 0.971 -3.268 0.02 -0.16 -0.21 0.0542
H 0.257 0.768 -2.555 0.02 -0.03 -0.30 0.0191
```
Forces are in eV/Å.


Computed, not measured: a structure of composition CH4NOS at a distorted geometry, with the ωB97M-V functional and the def2-TZVPD basis.

Output
**Strongest force on any atom**: 9.7 eV/Å
**HOMO energy (alpha / beta)**: -2.4 / -2.4 eV
**E_LUMO (alpha / beta)**: 0.49 / 0.49 eV
**Energy**: -568.4632 hartree
**Total charge**: -1
**Frontier orbital gap (alpha / beta)**: 0.1057 / 0.1058 hartree
**Energy relative to the best compared isomer or geometry (same formula, charge and spin)**: 180.4 kcal/mol

The geometry in XYZ format:
```
8
Properties=species:S:1:pos:R:3:forces:R:3:lowdin_charge:R:1
C -2.305 -0.979 -0.109 4.45 0.73 -0.05 0.1296
N -0.467 -1.412 -0.689 -6.68 -6.87 1.32 -0.0127
O -0.039 -2.582 -0.495 -0.64 3.84 -0.92 -0.0517
S 3.876 4.071 0.943 0.27 -0.83 0.91 -0.5215
H -2.385 0.025 -0.507 0.09 0.35 -0.19 -0.0495
H -3.034 -1.598 -0.542 -0.64 -1.41 -0.88 -0.0656
H 0.151 -0.712 -0.581 3.46 3.38 0.75 0.0491
H 4.203 3.188 1.980 -0.29 0.80 -0.93 -0.4778
```
Forces are in eV/Å.


Computed, not measured: a structure of composition C14H26N6O6Yb at a distorted geometry, with the ωB97M-V functional and the def2-TZVPD basis.

Output
**Strongest force on any atom**: 3.6 eV/Å
**Expectation value of S²**: 0.753
**HOMO energy (alpha / beta)**: -9.1 / -9.1 eV
**E_LUMO (alpha / beta)**: -5.30 / -5.30 eV
**Spin multiplicity**: 2
**Energy**: -2487.2934 hartree
**Total charge**: +1
**Frontier orbital gap (alpha / beta)**: 0.1400 / 0.1397 hartree

The geometry in XYZ format:
```
53
Properties=species:S:1:pos:R:3:forces:R:3:lowdin_charge:R:1
O 2.690 -0.764 1.659 0.36 -0.31 1.12 -0.0226
H 3.200 -0.168 1.038 -0.57 0.21 0.38 0.1400
Yb 0.324 -0.932 -0.118 -0.03 2.32 -0.92 1.7454
N 2.127 -0.840 -1.693 1.73 2.29 -1.10 -0.2773
N 1.785 1.133 -0.297 1.55 0.45 -1.50 -0.2422
N -1.446 -1.961 1.258 -2.05 0.83 2.11 -0.2094
N -0.923 0.430 1.572 -1.71 1.08 1.49 -0.0982
O 1.882 -1.724 -2.572 -0.43 -1.42 0.17 -0.1879
O -1.452 -3.260 1.319 0.83 -0.55 -0.74 -0.2061
O -0.614 1.767 1.779 0.58 -0.16 -0.51 -0.1170
O 1.496 2.220 0.387 -0.66 0.77 1.37 -0.2684
C 2.822 1.298 -1.179 -2.19 -0.39 2.76 -0.2980
C 2.978 0.193 -2.034 -1.26 -3.17 0.55 -0.3038
C -2.374 -1.302 2.008 1.66 -1.93 -1.80 -0.2823
C -2.087 0.087 2.159 2.96 0.98 -1.74 -0.2629
C 3.938 0.108 -3.161 0.01 -0.03 -0.54 -0.0334
H 4.858 -0.411 -2.837 -0.29 0.11 -0.22 0.0955
H 4.227 1.107 -3.521 -0.13 -0.38 0.08 0.0786
H 3.493 -0.453 -3.995 0.20 0.12 0.26 0.0826
C 3.635 2.543 -1.209 0.18 0.20 -0.07 -0.0201
H 3.966 2.798 -0.190 -0.30 0.08 -0.29 0.0878
H 3.063 3.395 -1.613 0.14 -0.29 0.30 0.1025
H 4.528 2.404 -1.831 -0.29 0.02 0.14 0.0769
C -3.498 -1.952 2.726 -0.11 -0.47 0.25 -0.0219
C -2.974 0.995 2.937 0.00 0.37 -0.01 0.0000
H -3.423 -3.035 2.623 0.03 0.12 0.04 0.0765
H -4.477 -1.651 2.326 0.27 0.07 0.06 0.0970
H -3.481 -1.698 3.798 -0.05 -0.10 -0.33 0.0923
H -2.623 2.026 2.921 0.03 -0.23 -0.04 0.0811
H -3.054 0.663 3.977 0.12 -0.02 -0.10 0.0965
H -3.994 0.965 2.538 0.15 -0.08 -0.06 0.1012
H 0.126 -3.373 0.864 -0.64 -0.17 0.16 0.0372
H 0.266 1.948 1.236 -0.34 0.03 0.19 0.0194
C 2.649 -0.478 3.521 0.15 -0.45 -2.31 0.3279
H 3.418 -1.175 3.847 -0.16 0.14 -0.02 0.0933
H 1.610 -0.777 3.599 0.09 0.14 0.24 0.0892
H 2.889 0.577 3.529 -0.11 0.04 0.02 0.0976
O 0.999 -2.974 0.496 0.88 -1.13 -0.42 -0.1972
H 2.962 -1.688 1.447 -0.18 0.45 0.25 0.1310
H 1.510 -3.684 0.027 -0.80 0.97 0.42 0.1211
N -0.929 2.295 -1.790 0.13 0.10 -0.08 0.1718
C -1.719 1.238 -2.074 0.05 0.18 0.19 -0.3509
C -2.920 1.384 -2.824 0.28 -0.51 0.20 0.0027
C -3.739 0.276 -3.004 0.54 0.72 0.24 -0.0446
C -3.351 -0.943 -2.429 0.65 -0.70 0.40 -0.0572
C -2.130 -1.016 -1.747 -1.37 0.17 -0.91 -0.1613
N -1.321 0.046 -1.581 0.04 -0.53 0.33 -0.0181
H -0.132 2.216 -1.153 -0.37 0.15 -0.28 0.0732
H -1.202 3.207 -2.119 0.16 -0.15 0.17 0.1156
H -3.135 2.379 -3.214 -0.16 -0.35 0.02 0.1177
H -4.674 0.370 -3.565 0.40 -0.10 0.24 0.1225
H -3.969 -1.837 -2.524 0.25 0.32 0.03 0.1116
H -1.801 -1.972 -1.314 -0.21 0.19 -0.20 0.0949
```
Forces are in eV/Å.


Question: Among the records above, which one has the lowest strongest force on any atom?
Answer: C6H10O